1.
Below is a structure of composition C52H57AsCl3LuN7O4P2Si in a non-equilibrium geometry, with properties calculated with ωB97M-V with the def2-TZVPD basis set.

Each line ends with the Mulliken charge.
Geometry (Å):
1 Lu 0.19 0.27 -0.46  1.306
2 C -6.72 11.16 -6.05  -0.840
3 O -7.28 10.14 -5.24  -0.443
4 C -6.55 9.11 -4.85  0.858
5 C -5.19 8.92 -5.15  -0.469
6 C -4.53 7.81 -4.71  -0.781
7 C -5.18 6.83 -3.93  0.450
8 C -6.54 7.02 -3.63  -0.520
9 C -7.21 8.13 -4.08  -0.806
10 C -4.42 5.72 -3.46  0.205
11 N -3.15 5.49 -3.78  -0.864
12 C -2.78 4.40 -3.09  0.655
13 C -3.85 3.93 -2.29  0.274
14 N -4.88 4.78 -2.56  -0.146
15 C -3.72 2.83 -1.43  0.410
16 C -4.75 2.39 -0.57  -0.934
17 C -4.51 1.31 0.24  -1.419
18 C -3.27 0.68 0.18  -0.277
19 N -2.26 1.07 -0.59  1.015
20 C -2.46 2.16 -1.38  -0.398
21 C -1.35 2.64 -2.17  -0.856
22 N -0.16 2.01 -2.05  0.875
23 C 0.88 2.47 -2.75  -0.331
24 C 0.80 3.56 -3.61  -1.395
25 C -0.40 4.22 -3.76  -0.456
26 C -1.51 3.76 -3.03  0.815
27 H -7.54 11.84 -6.28  0.245
28 H -6.32 10.76 -6.98  0.348
29 H -5.94 11.70 -5.50  0.355
30 H -4.66 9.66 -5.73  0.430
31 H -3.49 7.66 -4.94  0.459
32 H -7.08 6.29 -3.06  0.270
33 H -8.25 8.28 -3.86  0.445
34 H -5.81 4.75 -2.18  0.211
35 H -5.70 2.90 -0.55  0.491
36 H -5.25 0.94 0.93  0.674
37 H -3.11 -0.18 0.81  -0.019
38 H 1.81 1.92 -2.62  0.567
39 H 1.68 3.90 -4.13  0.570
40 H -0.52 5.07 -4.41  0.656
41 O 2.38 1.60 0.17  -0.420
42 H 2.69 2.46 0.47  0.228
43 H 3.18 1.07 0.01  0.281
44 O -0.68 -2.03 -1.00  -0.295
45 H -1.29 -2.69 -0.63  0.146
46 H 0.18 -2.49 -1.02  0.229
47 O -0.16 2.41 0.93  -0.407
48 H -0.50 3.24 0.58  0.204
49 H -0.06 2.55 1.89  0.274
50 Cl 3.17 -1.13 2.56  -0.336
51 Si 1.29 -1.18 1.74  0.962
52 Cl 1.04 -3.19 1.13  -0.308
53 Cl 2.05 -0.74 -1.65  -0.376
54 C 0.16 -0.38 -6.76  -0.809
55 N 1.12 -1.27 -5.98  0.189
56 C 0.56 -2.69 -5.99  -0.833
57 N -0.76 -2.71 -5.49  0.253
58 C -1.62 -1.86 -6.29  -0.898
59 N -1.15 -0.48 -6.24  0.218
60 C -1.31 0.11 -4.93  -1.323
61 P -0.31 -0.73 -3.58  1.862
62 C 1.29 -0.79 -4.60  -1.718
63 C -0.85 -2.46 -4.07  -1.471
64 H 0.17 -0.70 -7.81  0.334
65 H 0.52 0.65 -6.69  0.400
66 H 2.03 -1.28 -6.44  0.363
67 H 1.22 -3.32 -5.38  0.386
68 H 0.58 -3.05 -7.03  0.335
69 H -2.64 -1.90 -5.90  0.382
70 H -1.62 -2.21 -7.32  0.310
71 H -2.36 0.06 -4.66  0.453
72 H -1.03 1.17 -4.99  0.506
73 H 1.99 -1.43 -4.06  0.728
74 H 1.71 0.22 -4.62  0.415
75 H -1.89 -2.60 -3.77  0.424
76 H -0.24 -3.20 -3.55  0.415
77 C 0.17 -1.51 5.59  -1.217
78 C -0.90 -0.81 6.43  -0.992
79 As -2.68 -1.74 6.59  0.323
80 C -3.25 -0.89 8.25  0.370
81 C -2.74 0.30 8.76  0.123
82 C -3.25 0.85 9.92  -0.889
83 C -4.28 0.22 10.60  -0.498
84 C -4.80 -0.96 10.10  -0.671
85 C -4.29 -1.51 8.93  -0.614
86 C -3.84 -0.63 5.44  0.371
87 C -4.02 0.73 5.64  -0.104
88 C -4.96 1.44 4.91  -0.814
89 C -5.73 0.79 3.96  -0.534
90 C -5.56 -0.57 3.75  -0.861
91 C -4.63 -1.27 4.49  -0.457
92 P -0.06 -1.31 3.76  0.723
93 C -0.52 0.45 3.67  1.020
94 C -1.80 0.94 3.47  1.090
95 C -2.04 2.31 3.56  -0.766
96 C -1.00 3.18 3.83  -1.065
97 C 0.30 2.69 3.97  -1.484
98 C 0.54 1.33 3.89  -1.309
99 C -1.46 -2.35 3.26  0.207
100 C -1.84 -3.50 3.94  -0.373
101 C -2.83 -4.32 3.40  -0.905
102 C -3.42 -4.00 2.19  -1.135
103 C -3.00 -2.87 1.49  -0.365
104 C -2.02 -2.06 2.02  0.661
105 H 0.22 -2.58 5.82  0.737
106 H 1.16 -1.09 5.80  0.652
107 H -1.02 0.22 6.10  0.342
108 H -0.52 -0.80 7.46  0.824
109 H -1.92 0.80 8.25  0.300
110 H -2.83 1.77 10.31  0.416
111 H -4.67 0.65 11.50  0.403
112 H -5.61 -1.46 10.62  0.410
113 H -4.69 -2.44 8.54  0.350
114 H -3.45 1.25 6.40  0.326
115 H -5.11 2.49 5.09  0.523
116 H -6.49 1.33 3.41  0.558
117 H -6.18 -1.09 3.03  0.481
118 H -4.52 -2.34 4.35  0.677
119 H -2.63 0.26 3.31  -0.013
120 H -3.04 2.67 3.47  0.519
121 H -1.19 4.24 3.95  0.444
122 H 1.12 3.37 4.19  0.495
123 H 1.54 0.95 4.02  0.562
124 H -1.38 -3.79 4.88  0.410
125 H -3.13 -5.21 3.92  0.486
126 H -4.19 -4.63 1.78  0.476
127 H -3.45 -2.63 0.53  0.543
128 H -1.64 -1.19 1.48  -0.489

Computed properties:
charge = +3
multiplicity = 1
E = -231938.466 eV
gap between HOMO and LUMO = 5.66 eV
highest occupied orbital energy = -13.0 eV
ΔE to the lowest compared entry with this formula, charge and spin = 9.7 kcal/mol


2.
Below is a cluster of 9 separate species, C52H57N4O12 in total in a non-equilibrium geometry, with properties calculated with ωB97M-V with the def2-TZVPD basis set.

Each line ends with the Mulliken charge.
Geometry (Å):
1 C -3.09 1.05 -0.05  -1.484
2 C -1.80 1.23 0.84  -0.808
3 N -0.80 0.18 0.60  0.732
4 C -0.58 -0.53 -0.59  -0.545
5 C 0.48 -1.41 -0.34  -1.150
6 N 1.01 -1.09 0.94  0.731
7 C 0.08 -0.18 1.52  -0.216
8 C 2.10 -1.88 1.54  -0.846
9 H -3.95 1.65 0.12  0.624
10 H -3.50 0.11 0.11  0.314
11 H -2.85 1.54 -0.99  0.147
12 H -1.90 1.32 1.82  0.970
13 H -1.56 2.25 0.67  0.267
14 H -1.11 -0.62 -1.52  0.607
15 H 1.02 -2.01 -1.00  0.841
16 H 0.38 0.31 2.49  -0.063
17 H 2.92 -2.11 0.93  0.234
18 H 1.69 -2.73 2.03  0.500
19 H 2.53 -1.14 2.33  0.019
20 N -0.45 1.98 -3.24  0.088
21 C -0.61 3.26 -3.46  -0.741
22 C -0.01 3.95 -4.48  -0.519
23 C 1.06 3.40 -5.15  -0.099
24 C 1.46 2.10 -4.85  -0.934
25 C 0.55 1.33 -3.97  -0.035
26 H -1.15 3.66 -2.79  0.927
27 H -0.02 5.15 -4.42  0.233
28 H 1.63 4.00 -5.87  0.322
29 H 2.40 1.87 -5.03  0.530
30 H 0.88 0.34 -3.52  0.297
31 N -5.47 -1.47 -2.24  -0.583
32 C -4.26 -2.01 -2.61  -0.461
33 C -3.45 -1.31 -3.47  -0.590
34 C -3.82 0.00 -4.00  -0.515
35 C -5.10 0.51 -3.54  -0.310
36 C -5.79 -0.21 -2.54  -0.398
37 H -4.03 -2.91 -2.31  0.653
38 H -2.63 -1.80 -3.71  0.735
39 H -2.96 0.49 -4.37  0.426
40 H -5.26 1.53 -3.80  0.408
41 H -6.67 0.12 -2.22  0.616
42 C 5.49 -2.41 3.36  -0.122
43 C 6.68 -1.52 3.71  -0.674
44 C 6.53 -0.88 4.96  0.581
45 C 5.63 -1.11 5.84  -0.636
46 C 4.49 -1.95 5.50  -0.521
47 C 4.52 -2.58 4.30  0.326
48 O 3.57 -3.51 3.92  -0.501
49 O 7.52 0.06 5.22  -0.592
50 H 5.72 -2.76 2.37  0.461
51 H 7.50 -1.14 3.08  0.303
52 H 5.68 -0.58 6.77  0.395
53 H 3.66 -2.21 6.17  0.417
54 H 3.33 -4.17 4.68  0.301
55 H 8.47 0.00 5.03  0.329
56 C -5.18 -5.13 0.69  -0.788
57 C -5.11 -3.80 1.29  -0.732
58 C -3.90 -3.06 1.21  0.677
59 C -2.84 -3.68 0.60  0.002
60 C -2.92 -4.92 0.07  -1.829
61 C -4.08 -5.67 0.02  0.517
62 O -4.16 -7.02 -0.35  -0.539
63 O -3.72 -1.94 1.91  -0.341
64 H -6.03 -5.59 0.78  0.541
65 H -6.05 -3.28 1.72  0.160
66 H -1.86 -3.16 0.60  0.151
67 H -2.20 -5.30 -0.27  1.650
68 H -5.05 -7.38 -0.10  0.312
69 H -4.42 -1.65 2.17  0.200
70 C -5.56 6.79 -3.40  -0.624
71 C -4.57 5.93 -2.68  -0.804
72 C -5.11 4.64 -2.37  0.323
73 C -6.35 4.20 -2.73  0.058
74 C -7.25 5.03 -3.45  -0.705
75 C -6.80 6.29 -3.84  0.833
76 O -7.66 7.13 -4.61  -0.551
77 O -4.27 3.87 -1.58  -0.361
78 H -5.24 7.70 -3.92  0.221
79 H -3.77 6.42 -2.32  0.520
80 H -6.45 3.10 -2.82  0.149
81 H -8.18 4.70 -3.92  0.361
82 H -7.26 8.07 -4.62  0.310
83 H -3.82 4.49 -0.87  0.292
84 C 3.12 2.01 -1.12  -0.195
85 C 3.96 1.39 -0.02  -1.021
86 C 5.14 1.96 0.45  0.049
87 C 5.33 3.33 0.11  -0.758
88 C 4.65 4.00 -0.93  -1.065
89 C 3.43 3.35 -1.47  0.807
90 O 2.75 4.17 -2.26  -0.537
91 O 5.86 1.44 1.47  -0.256
92 H 2.09 1.52 -1.28  0.126
93 H 4.01 0.45 0.04  1.190
94 H 6.21 3.76 0.43  0.519
95 H 5.00 4.86 -1.33  0.587
96 H 2.20 3.68 -2.81  0.326
97 H 6.60 1.99 1.54  0.224
98 C 3.12 -4.89 0.26  -0.329
99 C 1.91 -5.78 0.73  -0.739
100 C 1.25 -6.55 -0.24  0.695
101 C 1.60 -6.50 -1.57  -0.894
102 C 2.78 -5.82 -1.87  -0.559
103 C 3.44 -5.05 -1.03  0.469
104 O 4.54 -4.40 -1.49  -0.571
105 O 0.18 -7.35 0.29  -0.527
106 H 3.57 -4.29 0.97  0.685
107 H 1.53 -5.69 1.72  0.466
108 H 1.16 -7.05 -2.39  0.379
109 H 2.97 -5.87 -2.91  0.302
110 H 4.89 -4.49 -2.38  0.333
111 H -0.14 -7.92 -0.44  0.300
112 C 0.90 2.99 2.94  0.083
113 C 2.39 2.77 2.97  -1.122
114 C 2.90 2.03 4.03  0.583
115 C 1.94 1.49 5.02  -0.383
116 C 0.61 1.79 4.87  -0.134
117 C 0.01 2.45 3.82  0.077
118 O -1.32 2.69 3.73  -0.572
119 O 4.15 1.86 4.43  -0.522
120 H 0.52 3.66 2.14  0.250
121 H 2.94 3.09 2.17  0.734
122 H 2.27 0.88 5.82  0.508
123 H 0.22 1.51 6.02  0.106
124 H -1.53 3.54 3.39  0.392
125 H 4.46 1.10 4.20  0.001

Computed properties:
charge = +1
multiplicity = 1
E = -85355.630 eV
gap between HOMO and LUMO = 7.89 eV
highest occupied orbital energy = -9.9 eV
ΔE to the lowest compared entry with this formula, charge and spin = 81.9 kcal/mol


Question: Which formula does entry 1 have?
Answer: C52H57AsCl3LuN7O4P2Si


Question: Which of these has the highest highest occupied orbital energy?
Answer: C52H57N4O12